# 1
Molecular formula: C22H21BrN2O3
Method: DFT, the ωB97M-V functional and the def2-TZVPD basis

LUMO energy = 0.139 eV
largest force on an atom = 0.6 eV Å⁻¹
E_HOMO = -8.432 eV
frontier orbital gap = 0.315 hartree
SMILES = CN(CCOc1ccc(Br)cc1)C(=O)CNC(=O)c1ccc2ccccc2c1
ΔE to the lowest compared entry with this formula, charge and spin = 0.000 eV

```
49
Properties=species:S:1:pos:R:3:forces:R:3
C -0.17852 -0.64275 -2.12564 0.085 -0.512 0.148
N -0.41610 0.76598 -1.88447 -0.126 0.133 -0.212
C -0.71412 1.62918 -3.01208 0.291 0.488 -0.176
C 0.50696 2.40995 -3.52398 -0.571 0.120 0.226
O 1.51060 1.56511 -4.04802 0.104 -0.233 -0.114
C 2.48056 1.05062 -3.24945 0.338 -0.212 0.026
C 3.32656 0.12724 -3.87262 -0.251 0.220 0.043
C 4.36018 -0.46615 -3.18155 0.045 0.014 0.164
C 4.55904 -0.13892 -1.84955 0.180 -0.095 0.189
Br 5.97923 -0.95956 -0.87917 -0.143 0.082 -0.100
C 3.73793 0.77427 -1.21610 0.208 -0.195 -0.046
C 2.70054 1.37036 -1.91198 -0.265 0.170 -0.206
C -0.34586 1.35465 -0.67489 0.061 -0.387 0.131
O -0.53063 2.55314 -0.52743 0.029 0.341 0.206
C -0.07106 0.47396 0.54855 0.044 0.012 -0.110
N -1.30171 0.28410 1.28537 0.121 0.294 0.140
C -2.09341 -0.80008 1.09792 0.176 0.121 0.101
O -1.77781 -1.71936 0.36098 -0.135 -0.137 -0.006
C -3.36356 -0.79809 1.87340 -0.223 0.043 0.355
C -4.45350 -1.51237 1.33201 -0.151 -0.074 -0.021
C -5.64711 -1.56383 1.98977 0.167 -0.027 -0.165
C -5.81464 -0.91776 3.23338 0.274 0.162 0.151
C -7.03359 -0.95312 3.94114 -0.127 0.048 0.166
C -7.15775 -0.32717 5.14993 -0.149 -0.154 -0.189
C -6.06899 0.36197 5.70769 0.259 0.116 0.048
C -4.87418 0.41499 5.04706 -0.100 0.040 0.155
C -4.71410 -0.21792 3.79573 -0.318 -0.134 -0.087
C -3.49588 -0.17253 3.08940 0.137 -0.128 -0.353
H 0.87983 -0.89247 -2.00942 -0.005 -0.039 -0.068
H -0.77281 -1.25837 -1.44738 0.128 0.046 -0.130
H -0.46980 -0.87801 -3.14632 0.030 0.046 -0.006
H -1.45933 2.36364 -2.69242 0.036 -0.075 -0.124
H -1.12282 1.02248 -3.82073 0.010 0.013 0.060
H 0.88948 3.06279 -2.73615 0.002 -0.028 -0.087
H 0.18924 3.03108 -4.36628 0.039 -0.011 0.134
H 3.15041 -0.10860 -4.90988 -0.028 -0.029 -0.131
H 5.00653 -1.17845 -3.67024 0.046 -0.050 -0.033
H 3.90264 1.02548 -0.17961 0.021 0.017 0.075
H 2.07637 2.07683 -1.38952 -0.088 0.106 0.005
H 0.63650 1.00747 1.18946 -0.039 -0.059 -0.180
H 0.32578 -0.50609 0.29266 0.021 0.082 0.056
H -1.68295 1.10378 1.73071 -0.072 -0.101 -0.041
H -4.30932 -2.01445 0.38731 -0.012 -0.054 -0.061
H -6.48192 -2.10633 1.57003 -0.068 -0.049 -0.061
H -7.86839 -1.48610 3.50897 -0.085 -0.047 -0.027
H -8.09465 -0.35844 5.68641 -0.082 -0.023 0.012
H -6.18516 0.84974 6.66430 0.026 0.047 0.066
H -4.03346 0.94439 5.47257 0.070 0.054 0.053
H -2.66128 0.34193 3.54546 0.093 0.039 0.026
```
Forces are in eV/Å.

=====

# 2
Molecular formula: C22H21BrN5O6Tc
Method: DFT, the ωB97M-V functional and the def2-TZVPD basis

LUMO energy (spin up / spin down) = 1.964 / 1.747 eV
largest force on an atom = 0.3 eV Å⁻¹
multiplicity = 4
E_HOMO (spin up / spin down) = -4.486 / -5.232 eV
frontier orbital gap (spin up / spin down) = 0.237 / 0.256 hartree
total charge = -1
ΔE to the lowest compared entry with this formula, charge and spin = 0.287 eV
⟨S²⟩ = 3.7700

```
56
Properties=species:S:1:pos:R:3:forces:R:3
Tc -0.29616 0.53214 0.04218 -0.019 -0.138 0.091
O 4.63697 -3.10701 3.74484 -0.007 -0.022 -0.013
C 4.83623 -2.50416 2.67352 0.019 0.081 -0.009
O 5.86764 -2.35462 1.99733 -0.007 -0.037 0.014
C 3.57764 -1.80223 2.09058 -0.005 -0.039 0.024
C 2.36063 -1.87459 2.75713 0.014 0.014 -0.033
C 1.25769 -1.22661 2.23475 -0.004 -0.016 -0.006
N 1.31891 -0.52536 1.10063 0.038 -0.040 0.079
C 2.48721 -0.45140 0.44839 -0.035 0.072 -0.041
C 3.63044 -1.07375 0.90680 0.028 -0.006 -0.007
C 2.47417 0.43192 -0.78401 -0.079 -0.024 0.023
O 3.47329 0.59773 -1.44611 0.018 0.012 -0.009
O 1.32086 1.01494 -1.03888 0.078 0.046 -0.035
H 2.31413 -2.44134 3.67700 -0.006 0.012 0.010
H 0.28887 -1.25418 2.72157 -0.006 -0.010 -0.010
H 4.56338 -0.98901 0.36787 -0.004 -0.004 -0.005
O -1.82785 -0.48502 1.08212 0.074 0.037 -0.054
N -2.27161 -1.54173 0.50574 -0.009 -0.020 -0.008
N -1.62638 -1.88324 -0.52951 -0.004 0.010 -0.032
O -0.57248 -1.23985 -0.98422 -0.040 -0.060 -0.008
C -2.04267 -3.04814 -1.25804 -0.008 -0.026 -0.015
C -1.43955 -3.29847 -2.47799 0.066 0.043 -0.023
C -1.82790 -4.41532 -3.20367 -0.018 -0.014 -0.003
C -2.80439 -5.26841 -2.71430 0.011 0.030 0.023
C -3.39425 -5.00304 -1.48442 -0.004 -0.017 -0.025
C -3.01797 -3.89406 -0.74750 -0.025 0.032 0.081
H -0.67761 -2.62274 -2.83621 -0.006 -0.006 -0.007
H -1.35907 -4.61576 -4.15794 0.007 0.004 0.002
H -3.10230 -6.13907 -3.28355 0.000 -0.003 0.001
H -4.15186 -5.66788 -1.09055 0.000 0.001 0.001
H -3.46594 -3.68148 0.21164 -0.002 -0.005 -0.012
Br 2.32175 2.68551 1.62136 -0.017 0.001 0.014
C 0.52648 2.86474 2.13971 0.058 -0.014 -0.019
C 0.24237 3.77604 3.14899 -0.023 0.014 -0.007
C -1.07150 3.96031 3.52746 0.029 -0.018 -0.007
C -2.05823 3.23614 2.87624 -0.015 0.005 0.011
C -1.69084 2.35614 1.88290 -0.003 -0.004 -0.028
N -0.40742 2.14804 1.51691 -0.030 0.020 0.034
H 1.05191 4.32011 3.61081 0.006 -0.001 -0.007
H -1.31932 4.66214 4.31292 -0.001 0.003 -0.003
H -3.10363 3.35139 3.12368 -0.001 -0.009 -0.007
H -2.41935 1.78515 1.32540 0.000 0.008 0.007
C -1.16677 2.17352 -3.27039 0.014 -0.011 0.006
C -1.54282 2.62718 -1.85091 0.075 -0.076 -0.117
C -2.95873 3.21653 -1.85962 0.004 -0.028 -0.008
C -0.54655 3.70669 -1.39778 -0.023 -0.024 0.048
N -1.51670 1.47332 -0.99266 -0.121 0.193 0.113
H -1.20357 3.01220 -3.97205 0.001 -0.002 -0.006
H -1.85965 1.39978 -3.60654 -0.001 0.006 -0.009
H -0.15862 1.75720 -3.26523 -0.004 0.004 0.000
H -3.03114 4.05575 -2.55723 -0.003 0.003 0.001
H -3.22687 3.57337 -0.86179 0.001 -0.011 0.000
H -3.67681 2.44893 -2.15257 -0.010 0.009 -0.005
H -0.56160 4.55731 -2.08489 0.006 -0.002 -0.010
H 0.46319 3.29564 -1.36450 -0.006 0.013 -0.004
H -0.81186 4.07524 -0.40320 0.001 0.012 0.007
```
Forces are in eV/Å.

=====

# 3
Molecular formula: C22H21ClCrF3N6O8S3
Method: DFT, the ωB97M-V functional and the def2-TZVPD basis

LUMO energy (spin up / spin down) = -1.080 / -0.596 eV
largest force on an atom = 1.0 eV Å⁻¹
multiplicity = 4
E_HOMO (spin up / spin down) = -8.324 / -8.331 eV
frontier orbital gap (spin up / spin down) = 0.266 / 0.284 hartree
ΔE to the lowest compared entry with this formula, charge and spin = 0.493 eV
⟨S²⟩ = 3.7858

```
65
Properties=species:S:1:pos:R:3:forces:R:3
Cr 2.12612 -1.95284 -0.84260 0.106 -0.605 -0.284
C 5.55551 -6.29189 -1.37836 -0.002 0.058 -0.008
S 4.93955 -5.40417 -2.82315 0.009 -0.025 -0.072
C 3.60202 -4.47233 -2.17720 -0.230 0.103 0.300
S 3.19621 -4.77064 -0.52133 0.080 -0.162 -0.001
N 3.08208 -3.67382 -3.04122 0.154 -0.010 -0.508
N 2.01669 -2.85496 -2.73117 0.419 0.066 0.879
C 1.28806 -2.54458 -3.72727 -0.043 -0.125 -0.214
C 0.11737 -1.68111 -3.60809 -0.128 0.147 0.081
C -0.34576 -0.99511 -4.71955 0.113 -0.043 -0.107
C -1.41511 -0.13282 -4.56526 -0.104 0.081 0.025
C -1.99170 -0.00715 -3.31544 0.043 -0.059 0.058
C -1.46958 -0.75588 -2.26549 -0.082 0.070 -0.081
N -0.44228 -1.57617 -2.39995 0.141 -0.100 -0.051
H 6.39824 -6.86979 -1.75110 0.006 -0.030 -0.001
H 4.80992 -6.97199 -0.97213 0.030 -0.026 0.006
H 5.90658 -5.60043 -0.61592 0.000 -0.021 0.022
H 1.56045 -2.94940 -4.69972 0.000 0.039 0.067
H 0.15486 -1.10782 -5.67158 -0.003 0.000 -0.013
H -1.78190 0.44304 -5.40359 -0.004 0.000 -0.013
H -2.82436 0.65978 -3.14524 -0.017 0.015 0.006
H -1.89914 -0.68605 -1.27150 -0.021 0.005 0.008
O 4.24100 -2.35005 1.80967 0.247 -0.116 -0.203
Cl 3.78100 -1.40042 0.82783 -0.655 0.215 0.423
O 4.18579 -1.86454 -0.58553 -0.212 0.041 -0.088
O 2.03790 -3.73388 -0.17961 0.002 0.221 -0.079
O 4.26772 -0.07199 1.09344 0.242 -0.144 -0.216
C -6.00043 4.33329 4.99291 0.084 -0.009 -0.031
C -4.77835 4.15438 4.12978 -0.083 -0.010 0.019
C -4.79974 3.33850 3.00393 0.036 0.042 0.040
C -3.67420 3.18783 2.20558 -0.045 0.015 -0.023
C -2.48770 3.82874 2.54313 0.056 -0.076 -0.095
N -1.32663 3.68619 1.74077 -0.023 0.092 0.015
C -0.76207 2.52883 1.25736 -0.146 0.001 -0.038
O 0.11723 2.54539 0.42706 0.135 0.008 -0.021
N -1.28123 1.37149 1.80838 -0.104 -0.002 0.103
C -0.93715 0.06090 1.48577 0.151 0.022 -0.071
C -1.64858 -0.97522 2.07648 -0.073 0.019 0.075
C -1.30716 -2.27998 1.79252 -0.118 -0.085 0.082
C -0.26343 -2.53758 0.93006 0.084 -0.039 -0.149
N 0.42135 -1.54772 0.34815 -0.338 0.169 0.286
C 0.09668 -0.27066 0.61047 0.130 -0.134 0.022
C -2.45367 4.64354 3.66723 0.010 0.048 0.094
C -3.59009 4.81162 4.44022 0.010 -0.018 -0.046
H -6.85731 3.80366 4.58021 -0.006 -0.005 -0.005
H -6.26349 5.38777 5.08223 -0.008 0.007 -0.004
H -5.82221 3.95543 6.00081 -0.009 -0.007 0.006
H -5.71720 2.83206 2.73062 -0.009 -0.008 -0.010
H -3.71708 2.58943 1.30360 -0.027 0.006 0.010
H -0.84714 4.51454 1.42364 -0.031 -0.036 0.012
H -1.98019 1.48248 2.52716 0.054 -0.032 -0.043
H -2.46041 -0.75385 2.76032 0.001 -0.008 0.000
H -1.84213 -3.10277 2.24467 -0.002 -0.003 -0.006
H 0.04520 -3.54431 0.69348 0.038 0.014 -0.030
H 0.66893 0.50046 0.12435 0.026 0.001 -0.039
H -1.52869 5.14039 3.93122 0.000 0.008 0.015
H -3.55186 5.45606 5.31003 0.016 0.011 0.009
F 2.95838 2.34466 -0.69516 -0.018 0.038 -0.096
C 3.51029 1.85237 -1.80213 0.029 0.010 0.096
F 3.84918 2.86133 -2.60303 0.059 0.058 -0.038
F 4.60103 1.17281 -1.46609 0.028 0.056 -0.160
S 2.31977 0.75402 -2.66596 -0.176 0.119 -0.320
O 1.18672 1.56032 -3.01100 0.134 -0.024 0.118
O 3.03060 0.09307 -3.72035 0.058 -0.005 0.107
O 1.99556 -0.16245 -1.52737 -0.015 0.157 0.176
```
Forces are in eV/Å.

=====

Number 1: E -102321.13325 eV. Number 2: E -115131.32202 eV. Number 3: E -130073.03863 eV.